# C24H17FHfN2O9S

A molecular structure, C24H17FHfN2O9S (ωB97M-V/def2-TZVPD, the Open Molecules 2025 dataset).

Values from the calculation:
* LUMO energy: -1.0 eV
* total energy: -61439.7495 eV
* relative energy (zero: lowest compared OMol25 entry of this formula, charge and spin): 0.299 eV
* net charge: 0
* HOMO-LUMO gap: 8.37 eV
* maximum force: 0.45 eV/Å

XYZ file:
```
55
C24H17FHfN2O9S, DFT ωB97M-V/def2-TZVPD
Hf 1.5354 -1.0548 1.3591
O 2.7365 -2.2353 2.9538
S 3.7454 -2.1931 1.8329
O 5.0285 -2.7447 2.0617
O 2.9246 -2.7321 0.6887
O 3.6867 -0.6905 1.5024
C -1.8660 3.0374 -4.2418
C -2.5325 1.7659 -3.7266
C -3.1274 0.8986 -4.8260
C -2.0346 0.3656 -5.7429
C -0.9511 -0.3055 -4.9392
C -0.1377 -1.2566 -5.5091
C 0.8446 -1.8975 -4.7561
F 1.6098 -2.8121 -5.3662
C 1.0280 -1.6285 -3.4315
C 0.2147 -0.6586 -2.8298
C 0.3867 -0.3720 -1.4178
O 1.2138 -1.0625 -0.7489
C -0.4117 0.6652 -0.8819
C -1.3604 1.2612 -1.6686
N -1.5567 0.9686 -2.9527
C -0.7661 0.0114 -3.5783
C -0.2706 1.1462 0.5375
O -1.1715 1.7535 1.0684
O 0.9057 0.8983 1.0743
H -2.5812 3.6238 -4.8184
H -1.0107 2.8049 -4.8763
H -1.5130 3.6455 -3.4091
H -3.3217 2.0352 -3.0240
H -3.8488 1.4896 -5.3901
H -3.6663 0.0655 -4.3692
H -1.6099 1.1816 -6.3334
H -2.4510 -0.3474 -6.4544
H -0.2602 -1.5276 -6.5503
H 1.7706 -2.1417 -2.8363
H -1.9921 2.0213 -1.2245
O -1.7027 -3.2755 2.6724
C -0.8564 -2.4316 2.5425
O -0.1915 -2.1584 1.4395
C -0.4436 -1.5600 3.7127
C -1.0158 -1.7105 4.9803
C -0.5651 -0.9156 5.9918
C 0.4623 0.0221 5.7505
C 0.9807 0.8697 6.7569
C 1.9951 1.7355 6.4743
C 2.5424 1.7949 5.1737
C 2.0607 0.9965 4.1788
C 1.0055 0.0954 4.4466
N 0.5271 -0.7095 3.4540
H -1.7925 -2.4500 5.1090
H -0.9796 -1.0000 6.9891
H 0.5623 0.8155 7.7543
H 2.3896 2.3791 7.2492
H 3.3533 2.4802 4.9674
H 2.4782 1.0435 3.1819
```